Record 1
The following is a quantum chemistry calculation of one molecule with the formula C9H12NOP, from OMol25.

Structure (XYZ):
```
24
Properties=species:S:1:pos:R:3:nbo_charge:R:1
C -3.75 -0.05 0.13 -0.189
C -3.02 1.15 0.17 -0.207
C -3.13 -1.18 -0.36 -0.210
C -1.80 1.14 -0.45 -0.202
C -1.89 -1.18 -0.97 -0.166
C -1.20 0.04 -1.06 -0.426
C 1.17 -0.05 0.76 -0.271
C 1.52 -1.59 0.42 -0.052
C 2.65 1.23 -0.83 -0.427
N 1.38 0.58 -0.58 -0.745
O 0.96 -2.11 -0.62 -0.736
P 0.46 0.03 -1.82 1.169
H -4.68 -0.26 0.50 0.212
H -3.29 2.01 0.56 0.209
H -3.68 -2.18 -0.29 0.211
H -1.16 1.99 -0.44 0.208
H -1.58 -2.21 -1.31 0.252
H 0.11 0.26 0.86 0.227
H 1.89 0.17 1.61 0.222
H 2.67 -1.70 0.51 0.106
H 1.23 -2.25 1.24 0.179
H 2.85 1.63 -1.92 0.229
H 2.79 2.04 -0.06 0.206
H 3.58 0.58 -0.47 0.203
```

As for the spin multiplicity: 1. The calculation puts the frontier orbital gap at 0.284 Eh.

=====

Record 2
The following is a quantum chemistry calculation of a 2-piece molecular cluster, C2H5N6O overall, from OMol25.

Structure (XYZ):
```
14
Properties=species:S:1:pos:R:3:nbo_charge:R:1
C 0.91 -1.71 1.66 0.247
C -0.65 1.56 -2.60 0.329
N -0.17 -1.51 2.29 -0.240
N -1.23 -1.03 1.74 0.135
N -1.41 -0.08 1.07 0.025
N -0.47 0.71 0.52 -0.183
N 0.61 0.10 0.07 0.078
N 1.27 -0.95 0.57 -0.357
O -0.92 2.08 -1.55 -0.523
H 1.65 -2.29 2.04 0.222
H -0.45 0.48 -2.37 0.151
H -0.69 2.15 -3.48 0.192
H 2.30 -0.94 0.34 0.457
H -0.75 1.43 -0.31 0.465
```

Its total charge is +1. As for the spin multiplicity: 1. The calculation puts the frontier orbital gap (spin up / spin down) at 0.288 / 0.288 Eh.

=====

Record 3
The following is a quantum chemistry calculation of a 2-piece molecular cluster, C11H19N2O2S overall, from OMol25.

Structure (XYZ):
```
35
Properties=species:S:1:pos:R:3:nbo_charge:R:1
C 1.11 3.92 0.56 -0.436
N 1.44 3.09 -0.62 -0.642
C 0.77 1.79 -0.63 -0.059
N 1.76 0.75 -0.19 -0.290
C 2.58 0.93 0.89 0.096
C 3.57 -0.07 1.30 -0.220
C 3.72 -1.30 0.51 -0.097
C 2.81 -1.45 -0.64 -0.222
C 1.87 -0.39 -0.95 0.072
H 0.95 5.00 0.27 0.234
H 0.23 3.54 1.14 0.198
H 2.03 3.94 1.23 0.189
H 1.28 3.57 -1.50 0.398
H 0.52 1.56 -1.71 0.230
H -0.20 1.75 -0.07 0.240
H 2.53 1.84 1.53 0.260
H 4.20 0.14 2.20 0.266
H 4.48 -2.07 0.78 0.263
H 2.83 -2.35 -1.28 0.264
H 1.21 -0.51 -1.84 0.251
C -1.81 -2.49 -0.44 -0.401
C -2.35 -2.30 0.98 -0.404
C -2.86 -0.86 1.08 -0.678
S -3.34 -0.37 -0.57 2.173
O -2.47 0.68 -1.02 -0.975
O -4.78 -0.25 -0.63 -0.913
C -2.86 -1.90 -1.37 -0.678
H -1.62 -3.54 -0.67 0.236
H -0.86 -1.95 -0.55 0.187
H -3.17 -2.99 1.15 0.223
H -1.59 -2.51 1.73 0.225
H -3.71 -0.78 1.75 0.267
H -2.07 -0.18 1.41 0.231
H -2.48 -1.68 -2.37 0.254
H -3.74 -2.54 -1.43 0.255
```

Its total charge is +1. As for the spin multiplicity: 1. The calculation puts the frontier orbital gap at 0.313 Eh.

=====

Record 4
The following is a quantum chemistry calculation of one molecule with the formula C4H12N2, from OMol25.

Structure (XYZ):
```
18
Properties=species:S:1:pos:R:3:nbo_charge:R:1
N -0.06 1.59 0.44 -0.831
C -2.33 -0.65 0.43 -0.629
C -0.80 -0.75 0.23 -0.411
C 0.22 0.31 -0.28 -0.075
C 1.67 -0.05 -0.14 -0.233
N 2.71 0.52 -0.95 -0.797
H -1.13 1.96 0.07 0.354
H -0.10 1.08 1.43 0.349
H -2.79 0.23 -0.04 0.210
H -2.39 -0.51 1.53 0.215
H -2.87 -1.57 0.20 0.226
H -0.27 -1.11 1.27 0.176
H -0.53 -1.64 -0.38 0.205
H 0.12 0.47 -1.33 0.176
H 1.67 -1.19 -0.14 0.185
H 1.87 -0.02 0.92 0.179
H 2.76 -0.11 -1.81 0.350
H 2.24 1.44 -1.43 0.353
```

As for the spin multiplicity: 1. The calculation puts the frontier orbital gap at 0.375 Eh.

=====

Record 5
The following is a quantum chemistry calculation of one molecule with the formula C2H4N4, from OMol25.

Structure (XYZ):
```
10
Properties=species:S:1:pos:R:3:nbo_charge:R:1
N 1.88 -0.35 -0.27 -0.794
C 0.76 -0.01 0.39 0.388
N 0.11 -0.20 1.46 -0.367
N -1.89 -0.65 -0.39 -0.331
N -1.62 0.55 -0.28 -0.145
C -0.41 0.81 0.48 -0.058
H 1.95 -0.13 -1.25 0.405
H 2.36 -1.19 0.03 0.404
H -2.78 -0.69 -0.92 0.316
H -0.36 1.87 0.75 0.182
```

As for the spin multiplicity: 1. The calculation puts the frontier orbital gap at 0.363 Eh.

=====

Record 6
The following is a quantum chemistry calculation of a 2-piece molecular cluster, C4H15N2O overall, from OMol25.

Structure (XYZ):
```
22
Properties=species:S:1:pos:R:3:nbo_charge:R:1
C -2.31 0.15 0.69 -0.664
C -0.97 -0.21 -0.05 0.000
C -0.75 1.00 -0.98 -0.480
C 0.40 0.96 -1.97 -0.242
N 1.57 0.22 -1.41 -0.898
N 0.28 -0.09 1.03 -0.779
H -2.29 1.23 0.92 0.225
H -2.60 -0.52 1.45 0.241
H -3.28 0.14 0.01 0.264
H -0.93 -1.23 -0.44 0.234
H -1.75 1.11 -1.33 0.256
H -0.98 2.00 -0.40 0.230
H 0.85 1.91 -2.30 0.234
H 0.09 0.46 -2.92 0.215
H 2.47 0.57 -1.34 0.392
H 1.61 -0.77 -1.69 0.381
H 0.28 -1.04 1.56 0.477
H -0.03 0.82 1.54 0.438
H 1.20 0.14 0.57 0.470
H 2.75 -1.64 2.42 0.476
H 2.39 -3.02 2.41 0.488
O 1.98 -2.20 2.26 -0.956
```

Its total charge is +1. As for the spin multiplicity: 1. The calculation puts the frontier orbital gap at 0.389 Eh.

=====

Question: Which value of spin multiplicity does entry 5 give?
Answer: 1